DFT (ωB97M-V/def2-TZVPD) results for a structure of composition C15H12NO8S5SbTa at a distorted geometry.

CARTESIAN COORDINATES (ANGSTROEM)
Ta1 -1.11611 -1.37038 0.24658
Sb1 -2.96726 -3.20902 -1.69092
S1 -3.28323 -2.14253 -3.61965
S2 -3.69301 -5.28590 -1.27171
S3 -2.93804 0.96220 -0.97643
S4 -3.32645 -2.02388 0.49509
S5 -0.49506 -3.08495 -1.15476
O1 -2.76317 1.24768 0.42695
O2 -0.00216 0.17079 0.76658
O3 0.48234 0.28336 -2.22796
O4 2.19569 -1.93738 0.94372
O5 0.91292 2.05572 1.50486
O6 -0.49089 -2.26321 1.93173
O7 -0.87837 -0.64833 3.43024
O8 -4.23463 0.57679 -1.43757
N1 -1.66095 -0.05913 -1.38590
C1 0.88144 0.85811 1.51351
C2 -2.46241 4.32095 -3.17460
C3 -0.65278 0.65632 -2.06092
C4 3.67304 -2.26773 2.70428
C5 -3.07966 3.44374 -2.29568
C6 1.39861 -1.24594 2.99948
C7 1.91601 0.00559 2.21193
C8 -1.21446 4.02831 -3.72918
C9 2.19127 -2.36415 2.31272
C10 2.83137 -0.67728 1.15953
C11 -1.17498 1.97699 -2.53536
C12 -0.55548 2.84969 -3.41450
C13 -0.10332 -1.36625 2.85537
C14 4.14733 -1.08018 1.82654
C15 -2.39289 2.28181 -1.99173
H1 -4.05183 3.65452 -1.87183
H2 2.48903 0.67670 2.84779
H3 4.19547 -3.18779 2.44789
H4 -2.95730 5.24562 -3.44354
H5 1.74284 -3.34968 2.38698
H6 4.86229 -1.40476 1.07173
H7 2.91148 -0.14115 0.21689
H8 4.59745 -0.26890 2.39833
H9 0.40943 2.59805 -3.83421
H10 -0.76300 4.73083 -4.41808
H11 3.80548 -2.08860 3.77179
H12 1.61395 -1.15666 4.06403

gap between HOMO and LUMO	7.3	eV
spin multiplicity	1
HOMO level	-5.56	eV
net charge	-1
relative energy (zero: lowest compared OMol25 entry of this formula, charge and spin)	0.273	eV

natural (NBO) atomic charge list, values in e, 4 entries: 1.7081 1.3796 -0.6949 -0.7220